C3H5N3O3 | ωB97M-V/def2-TZVPD

HOMO-LUMO gap, eV: 10.434
SMILES: NC1=N[C@@H]([N+](=O)[O-])OC1
E_HOMO, eV: -10.0
E_tot, eV: -13801.09027
Relative energy (zero: lowest compared OMol25 entry of this formula, charge and spin), kJ/mol: 438.8

```
! wB97M-V def2-TZVPD RIJCOSX def2/J DEFGRID3
* xyz 0 1
N 1.797 1.062 -0.974
C 0.780 0.248 -0.581
N 0.837 -0.792 0.205
C -0.489 -1.205 0.457
N -0.798 -0.804 1.801
O -1.107 -1.678 2.556
O -0.823 0.352 2.061
O -1.334 -0.606 -0.447
C -0.626 0.570 -0.911
H 1.517 1.999 -1.335
H 2.682 1.011 -0.513
H -0.665 -2.340 0.460
H -0.885 1.691 -0.722
H -0.887 0.492 -2.057
*
```

Results of the Löwdin charge analysis, in e, for atoms 1 through 5:
1. N 0.15
2. C -0.39
3. N 0.17
4. C -0.38
5. N -0.39

C7H12FNO2 | ωB97M-V/def2-TZVPD

HOMO-LUMO gap, eV: 10.463
SMILES: C=C(F)[C@@](N)(C(=O)O)C(C)C
E_HOMO, eV: -9.8
E_tot, eV: -15754.87967
Relative energy (zero: lowest compared OMol25 entry of this formula, charge and spin), kJ/mol: 0.0

```
! wB97M-V def2-TZVPD RIJCOSX def2/J DEFGRID3
* xyz 0 1
C -1.573 2.365 -0.473
C -1.336 1.165 0.044
F -2.202 0.586 0.880
C 0.075 0.376 -0.120
N 0.524 0.377 -1.496
C 1.099 1.213 0.629
O 0.997 1.418 1.805
O 2.138 1.723 -0.054
C -0.136 -0.930 0.560
C -0.867 -1.976 -0.377
C 1.192 -1.493 1.169
H -2.587 2.682 -0.219
H -0.918 2.994 -0.908
H -0.254 0.386 -2.187
H 1.110 -0.354 -1.816
H 1.867 1.582 -1.025
H -0.845 -0.687 1.449
H -0.638 -2.946 0.014
H -1.834 -1.636 -0.417
H -0.324 -1.893 -1.381
H 1.932 -1.630 0.367
H 1.563 -0.866 1.917
H 1.014 -2.457 1.641
*
```

Results of the Löwdin charge analysis, in e, for atoms 1 through 5:
1. C 0.12
2. C -0.25
3. F 0.06
4. C -0.37
5. N 0.08

Q: Which of these has the lowest relative energy (zero: lowest compared OMol25 entry of this formula, charge and spin)?
A: C7H12FNO2